No. 1
H21O10 | ωB97M-V with the def2-TZVPD basis set

Output
- net charge = +1
- HOMO (eV) = -12.82

Each line ends with the Löwdin charge.
Element x y z (Å)
O: -38.65875 -55.27059 53.04992  0.20
H: -39.67099 -55.25256 53.10218  0.12
H: -38.19806 -55.47807 53.91245  0.09
H: -38.41755 -56.12395 52.65497  0.07
O: -41.01578 -54.02939 52.81157  -0.10
H: -40.87041 -53.65491 51.95634  0.03
H: -41.95231 -53.42731 52.95387  0.22
O: -40.65325 -56.33218 55.55166  0.08
H: -40.69569 -55.79737 56.27833  0.05
H: -39.87189 -56.72783 55.82632  0.05
O: -35.67934 -55.53688 52.23264  -0.06
H: -35.45573 -55.42032 51.31573  0.03
H: -35.82234 -56.51692 52.11306  0.05
O: -38.52444 -57.98736 53.52019  -0.01
H: -38.74161 -57.94276 54.39492  -0.02
H: -37.50149 -57.89617 53.41398  0.12
O: -40.98762 -56.51141 51.17040  0.03
H: -40.20992 -57.02510 50.85600  0.05
H: -40.89771 -55.67159 50.95024  -0.06
O: -42.33439 -56.78690 54.06248  -0.05
H: -41.69063 -56.59519 54.73080  -0.13
H: -41.74949 -56.35886 53.43452  -0.03
O: -39.34700 -53.43259 55.45203  -0.07
H: -40.18012 -53.59020 55.98311  0.07
H: -38.72270 -53.32937 56.18766  0.05
O: -36.92796 -55.63598 55.22486  -0.16
H: -35.95299 -55.15173 55.35638  0.18
H: -37.37212 -55.70979 56.17083  0.11
O: -37.83321 -56.89711 50.61434  -0.04
H: -38.14249 -57.78160 50.39708  0.07
H: -38.38858 -56.19637 50.22185  0.07

No. 2
C36H96BCuF4O36S12 | ωB97M-V with the def2-TZVPD basis set

Output
- net charge = +1
- expectation value of S² = 0.751
- 2S+1 = 2
- HOMO (alpha / beta) (eV) = -11.82 / -11.82

Each line ends with the Löwdin charge.
Element x y z (Å)
Cu: 1.46227 -2.09126 -0.54395  0.83
B: 0.07290 0.18485 0.16419  -1.54
F: -0.45687 -1.05383 0.17655  0.17
F: 0.99418 0.06596 -0.76537  0.21
F: -0.93705 1.02585 -0.22894  0.18
F: 0.65188 0.42920 1.38858  0.16
O: 4.14610 1.02643 0.98470  -0.24
S: 3.96049 -0.32562 1.38023  0.71
O: 3.10352 -1.17749 0.60209  -0.33
O: 5.48838 -1.16344 1.42841  -0.28
C: 6.61599 -0.52438 2.16738  -0.22
C: 7.75019 -1.52747 2.01832  -0.08
C: 3.50188 -0.38250 3.15701  -0.05
H: 6.37130 -0.59120 3.22746  0.10
H: 7.01921 0.46560 1.95417  0.13
H: 8.71402 -1.16439 2.37511  0.09
H: 7.92747 -1.81500 0.98198  0.08
H: 7.53875 -2.43818 2.57869  0.06
H: 2.78768 0.41002 3.38047  0.08
H: 4.40354 -0.28412 3.76151  0.06
H: 3.05327 -1.37514 3.19608  0.05
O: -5.61318 -1.15925 5.18192  -0.31
S: -4.59817 -0.44059 5.98783  0.69
O: -3.74235 -1.21488 6.86696  -0.29
O: -3.64757 0.34686 4.88567  -0.29
C: -4.19387 1.26750 3.96798  -0.25
C: -3.38967 1.12969 2.65823  -0.04
C: -5.53742 0.89623 6.83800  -0.10
H: -3.97230 2.30017 4.23743  0.11
H: -5.23567 0.98733 3.81219  0.10
H: -2.76155 0.25466 2.49127  0.08
H: -2.67696 1.95103 2.58379  0.06
H: -3.99013 1.28938 1.76266  0.06
H: -6.13725 0.50092 7.65777  0.07
H: -6.23242 1.40164 6.16744  0.06
H: -4.84607 1.64839 7.21798  0.07
O: -0.42895 6.46568 1.04277  -0.29
S: 0.32824 5.39305 1.64970  0.67
O: 1.77199 5.56989 1.92014  -0.31
O: -0.36626 5.06243 3.12676  -0.26
C: 0.44497 4.16863 3.98320  -0.24
C: -0.46430 3.11272 4.61291  -0.07
C: 0.00336 3.84089 0.80370  -0.11
H: 0.82738 4.76884 4.80880  0.12
H: 1.35927 3.72569 3.58828  0.11
H: -1.37098 3.54482 5.03639  0.08
H: -0.03817 2.69098 5.52322  0.08
H: -0.76979 2.28529 3.97251  0.05
H: 0.72731 3.06866 1.06381  0.07
H: 0.06132 3.97757 -0.27614  0.07
H: -1.03170 3.57298 1.01578  0.07
O: -5.26390 1.80257 -1.33807  -0.31
S: -5.55404 0.72585 -2.28334  0.68
O: -5.50559 0.93286 -3.74472  -0.30
O: -4.68742 -0.61168 -1.83661  -0.32
C: -4.27829 -0.71441 -0.40698  -0.22
C: -3.98881 -2.20630 -0.07636  -0.04
C: -7.16148 0.01578 -1.80255  -0.09
H: -5.20968 -0.41953 0.07641  0.10
H: -3.43407 -0.09723 -0.09961  0.09
H: -3.25069 -2.65015 -0.74440  0.05
H: -4.90544 -2.77528 -0.23178  0.08
H: -3.64871 -2.36294 0.94731  0.08
H: -7.42723 0.51729 -0.87198  0.05
H: -7.03489 -1.06546 -1.74792  0.07
H: -7.84419 0.31711 -2.59704  0.07
O: 3.92885 -6.06273 -0.37679  -0.29
S: 4.11465 -4.70016 0.15650  0.71
O: 3.04167 -3.74330 -0.07551  -0.31
O: 4.44652 -4.91647 1.73957  -0.30
C: 5.73911 -5.39162 2.18320  -0.24
C: 5.39161 -6.25045 3.39817  -0.05
C: 5.71610 -4.03073 -0.53613  -0.06
H: 6.28727 -4.50197 2.49329  0.11
H: 6.27922 -5.93763 1.40973  0.12
H: 6.20871 -6.95017 3.57379  0.08
H: 4.49239 -6.80984 3.14010  0.09
H: 5.23515 -5.70238 4.32727  0.08
H: 6.35941 -4.90343 -0.64856  0.07
H: 6.20681 -3.26348 0.06272  0.05
H: 5.44566 -3.67384 -1.52991  0.06
O: -3.88397 7.87722 -3.80046  -0.32
S: -3.60702 6.92048 -2.69059  0.69
O: -4.57602 6.86163 -1.61121  -0.30
O: -3.47344 5.34901 -3.27363  -0.25
C: -2.81224 4.33493 -2.53939  -0.28
C: -2.49392 3.18210 -3.48589  -0.04
C: -1.93736 7.28085 -2.14950  -0.11
H: -3.47976 3.95167 -1.76762  0.10
H: -1.91480 4.65112 -2.00766  0.10
H: -2.11473 2.35608 -2.88423  0.06
H: -1.76543 3.39311 -4.26876  0.06
H: -3.36805 2.72598 -3.95059  0.07
H: -1.90908 8.36957 -2.10490  0.08
H: -1.25887 6.95017 -2.93588  0.08
H: -1.95076 6.74465 -1.20060  0.05
O: -0.81765 -3.51645 2.95721  -0.25
S: 0.54705 -2.98402 2.94911  0.69
O: 1.11511 -2.45984 1.74545  -0.32
O: 0.71463 -1.93491 4.20338  -0.24
C: -0.11384 -0.81879 4.15371  -0.29
C: -0.48739 -0.50658 5.61759  -0.05
C: 1.75047 -4.27767 3.49202  -0.06
H: -1.04466 -1.10196 3.66230  0.11
H: 0.18759 0.10852 3.66654  0.10
H: 0.31960 -0.44942 6.34807  0.08
H: -1.15707 -1.30078 5.94754  0.07
H: -1.18402 0.31929 5.76162  0.06
H: 2.76290 -3.91296 3.66549  0.06
H: 1.81014 -4.89554 2.59604  0.05
H: 1.21288 -4.77444 4.29968  0.07
O: -2.02352 -4.93697 0.25386  -0.26
S: -0.65722 -5.16697 -0.14718  0.72
O: 0.26733 -4.03611 -0.47748  -0.34
O: 0.09871 -6.10382 1.00499  -0.27
C: -0.73641 -7.23572 1.42415  -0.26
C: -0.03390 -7.82501 2.61091  -0.06
C: -0.66602 -6.31166 -1.58419  -0.07
H: -0.79785 -7.94254 0.59667  0.11
H: -1.74921 -6.94359 1.70164  0.12
H: 0.97741 -8.11734 2.32825  0.09
H: -0.60416 -8.70997 2.89331  0.09
H: 0.01086 -7.12252 3.44314  0.08
H: 0.28949 -6.83608 -1.57529  0.08
H: -0.77168 -5.71018 -2.48705  0.06
H: -1.43790 -7.06668 -1.43508  0.07
O: 2.96091 -1.51644 -1.97058  -0.32
S: 4.17256 -0.75849 -2.38623  0.73
O: 5.39970 -0.76393 -1.61041  -0.28
O: 4.55342 -1.21239 -3.88619  -0.26
C: 5.87881 -1.15061 -4.30865  -0.27
C: 5.86955 -1.78111 -5.73413  -0.04
C: 3.80573 1.00773 -2.67468  -0.07
H: 6.56568 -1.60470 -3.59443  0.11
H: 6.30508 -0.15079 -4.39090  0.11
H: 5.31375 -1.19505 -6.46606  0.08
H: 5.61039 -2.83829 -5.79167  0.08
H: 6.90838 -1.74801 -6.06252  0.08
H: 2.78664 0.94170 -3.05573  0.04
H: 4.52285 1.50261 -3.32962  0.06
H: 3.69792 1.58834 -1.75851  0.09
O: 2.33993 1.41686 -5.50278  -0.28
S: 1.95122 2.69385 -4.99128  0.62
O: 1.10971 2.68613 -3.79774  -0.30
O: 3.27414 3.58863 -4.56841  -0.29
C: 4.18754 4.02957 -5.59481  -0.23
C: 5.64280 3.62321 -5.13183  -0.04
C: 1.14972 3.74105 -6.22652  -0.09
H: 4.05252 5.11054 -5.63169  0.12
H: 3.88722 3.63087 -6.56380  0.11
H: 5.71085 3.77367 -4.05441  0.08
H: 6.43792 4.21668 -5.58314  0.08
H: 5.92877 2.58624 -5.30792  0.06
H: 1.36741 3.44727 -7.25336  0.08
H: 1.49652 4.75390 -6.02166  0.08
H: 0.07429 3.67806 -6.06040  0.07
O: -1.88054 -3.34512 -2.87070  -0.25
S: -0.90085 -2.27644 -3.10134  0.75
O: 0.37735 -2.17668 -2.41048  -0.32
O: -0.56169 -2.27774 -4.73051  -0.26
C: 0.46660 -1.33805 -5.19166  -0.21
C: 1.82298 -2.13722 -5.40310  -0.04
C: -1.70789 -0.64937 -3.04711  -0.07
H: 0.56863 -0.38248 -4.67729  0.09
H: 0.05076 -1.10292 -6.17140  0.12
H: 2.12315 -2.80434 -4.59505  0.07
H: 2.59485 -1.42757 -5.70096  0.06
H: 1.70146 -2.82302 -6.24156  0.07
H: -2.40530 -0.66262 -3.88469  0.09
H: -1.09227 0.23349 -3.21932  0.07
H: -2.16981 -0.60683 -2.06074  0.05
O: -7.77533 1.17661 1.74441  -0.27
S: -7.46396 2.48986 2.19417  0.64
O: -7.48350 2.77279 3.59076  -0.28
O: -5.95277 2.94102 1.60973  -0.28
C: -5.44069 4.15674 2.00913  -0.34
C: -4.63007 4.72803 0.85000  -0.04
C: -8.46812 3.75911 1.25224  -0.08
H: -4.81086 3.96705 2.87829  0.10
H: -6.11889 4.84707 2.51070  0.12
H: -5.26156 5.11881 0.05212  0.07
H: -3.98200 3.91796 0.51549  0.07
H: -4.05228 5.58122 1.20542  0.09
H: -8.61336 3.42104 0.22622  0.07
H: -7.99287 4.74002 1.25851  0.06
H: -9.48550 3.81404 1.63956  0.07

No. 3
C8H16Br8 | ωB97M-V with the def2-TZVPD basis set

Output
- SMILES = BrCCBr.BrCCBr.BrCCBr.BrCCBr
- net charge = 0
- HOMO (eV) = -10.18

Each line ends with the Löwdin charge.
Element x y z (Å)
Br: -3.00240 -3.35385 0.17506  0.60
C: -3.19006 -4.37160 1.86574  -0.68
C: -1.86566 -4.48839 2.58402  -0.69
Br: -2.23951 -5.29662 4.32636  0.63
H: -3.66665 -5.29325 1.55398  0.05
H: -3.92761 -3.80101 2.42339  0.04
H: -1.38193 -3.53418 2.75242  0.05
H: -1.21915 -5.12019 1.97900  0.06
Br: -4.08186 5.65639 -2.35689  0.61
C: -3.00051 4.19114 -1.63571  -0.70
C: -3.48871 2.86831 -2.18338  -0.67
Br: -2.49770 1.37581 -1.32851  0.62
H: -3.00737 4.21211 -0.55246  0.05
H: -1.97405 4.34357 -1.96446  0.05
H: -3.46634 2.71190 -3.25498  0.06
H: -4.51639 2.69479 -1.86725  0.05
Br: 5.88491 0.91862 1.42663  0.61
C: 4.77901 1.50580 -0.07915  -0.71
C: 5.70294 1.77523 -1.24630  -0.70
Br: 4.67281 2.55718 -2.72279  0.60
H: 4.25734 2.39519 0.26008  0.05
H: 4.05571 0.71496 -0.24775  0.03
H: 6.14213 0.84537 -1.59287  0.05
H: 6.48297 2.45693 -0.92372  0.05
Br: 0.04957 -2.14595 -1.46057  0.57
C: 0.27057 -1.47637 0.39713  -0.67
C: 0.79135 -0.05362 0.25135  -0.70
Br: 1.50047 0.53997 1.98908  0.61
H: 0.96722 -2.08315 0.96431  0.05
H: -0.69124 -1.43821 0.90056  0.02
H: 0.02961 0.67299 -0.00235  -0.01
H: 1.63051 0.02014 -0.42999  0.03

No. 4
C24H24OPPbSSe2 | ωB97M-V with the def2-TZVPD basis set

Output
- net charge = 0
- expectation value of S² = 0.759
- 2S+1 = 2
- HOMO (alpha / beta) (eV) = -5.36 / -5.35

Each line ends with the Löwdin charge.
Element x y z (Å)
Pb: 11.22350 5.74808 7.56583  0.99
C: 7.33805 6.58754 5.79646  -0.41
Se: 8.06780 5.83059 7.42528  0.80
C: 7.69313 7.33420 8.67922  -0.55
C: 8.24499 8.74055 8.46964  -0.53
Se: 7.70590 10.07675 9.91357  0.89
C: 6.77239 11.60779 9.12384  -0.43
H: 7.50034 6.02042 4.89369  0.02
H: 7.74076 7.61575 5.55782  0.05
H: 6.26190 6.59268 5.93615  0.01
H: 8.23798 7.08376 9.63007  0.05
H: 6.62427 7.34007 8.84195  0.05
H: 7.82163 9.14836 7.58030  0.03
H: 9.35860 8.83776 8.51101  0.05
H: 6.19728 11.26236 8.27728  0.01
H: 7.52804 12.28029 8.73977  0.00
H: 6.17952 12.15856 9.81145  0.00
O: 10.45475 7.42326 10.27579  -0.05
C: 11.65991 7.29816 10.19606  -0.27
C: 12.98277 7.77656 10.35660  -0.22
C: 13.52529 7.84943 11.70084  -0.05
C: 14.80740 8.35118 12.03845  -0.07
C: 15.60872 8.97190 11.02173  -0.11
C: 15.06144 8.95273 9.75259  -0.16
C: 13.83443 8.36642 9.31715  -0.26
P: 13.58379 8.70302 7.52786  0.99
C: 15.16222 8.33104 6.72135  -0.35
C: 15.68741 9.13725 5.72987  -0.08
C: 16.55080 8.56677 4.76529  -0.08
C: 16.96522 7.25067 4.82655  -0.06
C: 16.50394 6.49033 5.92597  -0.06
C: 15.53069 6.99201 6.75679  -0.11
C: 13.15500 10.40836 7.18813  -0.30
C: 12.81511 10.73574 5.85117  -0.08
C: 12.35709 12.01278 5.50159  -0.08
C: 12.42685 12.96736 6.46911  -0.08
C: 12.95361 12.73610 7.79138  -0.06
C: 13.31804 11.45171 8.14136  -0.07
H: 12.85802 7.55671 12.47876  0.09
H: 15.15347 8.31785 13.05976  0.09
H: 16.51174 9.47493 11.27195  0.08
H: 15.64046 9.42993 8.92443  0.10
H: 15.66857 10.26007 5.82913  0.13
H: 17.06615 9.24789 4.09462  0.10
H: 17.69952 6.82872 4.17212  0.10
H: 16.85202 5.45636 6.11656  0.12
H: 15.09222 6.32789 7.44703  0.10
H: 12.80491 9.96761 5.09224  0.09
H: 12.08965 12.25122 4.51579  0.09
H: 12.10195 13.97597 6.29576  0.10
H: 13.20829 13.60030 8.38469  0.10
H: 13.70229 11.27935 9.18790  0.12
S: 12.31956 6.94960 5.15458  0.38
C: 12.43699 7.43852 6.71066  -1.22